--- w ---
Here is a structure of composition C4H7NO from the OMol25 dataset. Energies are from the ωB97M-V functional and the def2-TZVPD basis.

orbital gap (spin up / spin down) = 8.1 / 8.1 eV
HOMO (spin up / spin down) = -0.3090 / -0.3096 hartree
molecular weight = 85.11 Da

Each line ends with the Mulliken charge.
Geometry (Å):
C 1.22847 -0.51544 0.69539  -1.08
C 0.69991 0.91137 -0.36887  0.42
O 0.96827 2.01552 -0.07228  -0.43
C -0.54683 0.16041 -1.00985  0.13
C -0.75689 -0.50531 0.30722  -0.72
N -1.73740 0.70350 -1.33756  -0.75
H 1.69963 -1.21134 -0.00247  0.32
H 0.85219 -1.11273 1.54672  0.39
H 1.99480 0.11265 1.16475  0.35
H -0.15058 -0.54276 -1.75197  0.38
H -1.13120 0.13599 1.10430  0.37
H -1.12581 -1.53159 0.33780  0.37
H -1.99457 1.37973 -0.61319  0.23

--- x ---
Here is an isolated molecule of C4H7NO from the OMol25 dataset. Energies are from the ωB97M-V functional and the def2-TZVPD basis.

orbital gap = 10.6 eV
HOMO = -0.3542 hartree
molecular weight = 85.11 Da

Each line ends with the Mulliken charge.
Geometry (Å):
C 1.42290 0.60299 0.21322  -1.29
C 0.33163 -0.09239 -0.58282  0.38
C -0.44418 -1.16408 0.19132  -0.49
N -1.61682 -0.45235 0.72445  -0.49
C -1.67936 0.60636 0.03234  0.04
O -0.70915 0.87186 -0.87778  -0.40
H 1.84432 1.43630 -0.35700  0.35
H 1.02392 0.99738 1.15519  0.30
H 2.22989 -0.09982 0.44692  0.35
H 0.71705 -0.47440 -1.53029  0.29
H -0.81006 -1.95062 -0.47815  0.28
H 0.15399 -1.63499 0.97555  0.31
H -2.46415 1.35377 0.08705  0.39

Most stable = x

--- w ---
Here is an isolated molecule of C4H7NO from the OMol25 dataset. Energies are from the ωB97M-V functional and the def2-TZVPD basis.

orbital gap = 10.7 eV
HOMO = -0.3543 hartree
molecular weight = 85.11 Da

Each line ends with the Mulliken charge.
Geometry (Å):
C 1.55585 0.23254 0.18327  -1.35
C 0.17471 0.46400 -0.47286  0.45
C -0.69467 -0.76577 -0.81060  -0.55
O -1.41701 -0.99995 0.41703  -0.36
C -1.37201 0.19899 1.04770  0.03
N -0.64103 1.11866 0.57616  -0.60
H 2.37015 0.56041 -0.46545  0.34
H 1.70958 -0.81169 0.47562  0.34
H 1.58094 0.84049 1.09611  0.33
H 0.27526 1.10886 -1.35273  0.41
H -0.17279 -1.68651 -1.07421  0.30
H -1.43010 -0.51893 -1.59376  0.29
H -1.93888 0.25890 1.97373  0.38

--- x ---
Here is a cluster of 2 separate species, C4H7NO in total from the OMol25 dataset. Energies are from the ωB97M-V functional and the def2-TZVPD basis.

orbital gap = 8.7 eV
HOMO = -0.2811 hartree
molecular weight = 85.11 Da

Each line ends with the Mulliken charge.
Geometry (Å):
C -0.21135 1.93791 -0.96108  -0.13
C -1.07035 0.20126 0.18937  0.06
C 0.26889 -1.85974 0.22777  -1.01
C 0.01791 -0.49337 0.89477  -0.02
N 0.98069 2.05309 -0.68122  -0.46
O -2.22946 0.02368 0.05053  -0.41
H -0.91828 2.44849 -1.59805  0.35
H -0.42207 -2.02482 -0.59712  0.33
H 0.13339 -2.66891 0.93855  0.27
H 1.27795 -1.90851 -0.16733  0.29
H 0.91321 0.12988 0.86836  0.21
H -0.29172 -0.62933 1.93592  0.31
H 1.55119 2.79037 -1.10048  0.22

Most stable = w

--- w ---
Here is a structure of composition C5H9NO from the OMol25 dataset. Energies are from the ωB97M-V functional and the def2-TZVPD basis.

orbital gap = 10.5 eV
HOMO = -0.3645 hartree
molecular weight = 99.13 Da

Each line ends with the Mulliken charge.
Geometry (Å):
C -0.76211 1.39523 -0.52181  -1.51
C 0.28628 0.41465 0.02561  1.09
C 1.01486 -0.40739 -0.99988  -0.93
C -0.69470 -0.89482 1.06247  -0.48
O -1.03852 -1.96972 0.29658  -0.49
C 1.09489 0.95328 1.10956  -0.02
N 1.63921 1.30218 2.07227  -0.51
H -1.48320 0.81917 -1.11137  0.38
H -1.29524 1.86001 0.31275  0.38
H -0.38262 2.21000 -1.15677  0.37
H 0.84623 -0.12148 -2.03771  0.36
H 0.54616 -1.51183 -1.06735  0.13
H 2.06303 -0.60047 -0.76681  0.36
H -0.01691 -1.12857 1.89967  0.35
H -1.52686 -0.23757 1.33048  0.33
H -0.29050 -2.08268 -0.44770  0.20

--- x ---
Here is an isolated molecule of C5H9NO from the OMol25 dataset. Energies are from the ωB97M-V functional and the def2-TZVPD basis.

orbital gap = 9.0 eV
HOMO = -0.3070 hartree
molecular weight = 99.13 Da

Each line ends with the Mulliken charge.
Geometry (Å):
C 1.89665 -1.41507 -0.21887  -1.07
C 1.18298 -0.24311 -0.78269  0.40
O 1.59634 0.35888 -1.83395  -0.49
C -0.05263 0.38656 -0.43776  -0.13
C -0.17576 1.31186 0.73943  -0.29
N -0.83621 0.02695 0.72245  -0.35
C -2.27419 0.05130 0.49358  -0.78
H 1.78344 -2.25736 -0.91142  0.30
H 2.96739 -1.20132 -0.14159  0.34
H 1.48039 -1.69104 0.75303  0.29
H 0.52058 0.91241 -1.75939  0.42
H -0.76640 2.21700 0.57877  0.25
H 0.62088 1.41623 1.47542  0.23
H -2.77937 0.22586 1.44855  0.29
H -2.58155 -0.92412 0.10329  0.29
H -2.58253 0.82498 -0.22886  0.30

--- y ---
Here is an isolated molecule of C5H9NO from the OMol25 dataset. Energies are from the ωB97M-V functional and the def2-TZVPD basis.

orbital gap = 10.6 eV
HOMO = -0.3516 hartree
molecular weight = 99.13 Da

Each line ends with the Mulliken charge.
Geometry (Å):
C -1.49181 0.01086 1.30020  -1.18
C -1.26582 0.02366 -0.19448  -0.07
N -0.97728 1.33229 -0.75109  -0.67
C 0.04683 0.32605 -0.86572  0.06
C 1.32629 0.29901 -0.11021  -0.56
C 2.00412 -1.05666 -0.19973  0.01
O 1.55668 -2.03303 -0.75472  -0.48
H -0.74189 0.63836 1.79442  0.38
H -2.46449 0.42379 1.60566  0.30
H -1.43792 -1.00746 1.69324  0.26
H -1.44132 -0.86479 -0.77639  0.40
H -1.40041 1.55069 -1.64435  0.26
H 0.13033 -0.09945 -1.87413  0.42
H 1.14332 0.50127 0.95175  0.18
H 2.01921 1.05973 -0.47539  0.32
H 2.99417 -1.10432 0.30093  0.35

--- z ---
Here is an isolated molecule of C5H9NO from the OMol25 dataset. Energies are from the ωB97M-V functional and the def2-TZVPD basis.

orbital gap = 10.5 eV
HOMO = -0.3539 hartree
molecular weight = 99.13 Da

Each line ends with the Mulliken charge.
Geometry (Å):
C -0.79720 1.07862 0.91467  -1.75
C 0.08458 0.11960 0.11839  1.73
C 1.57055 0.25638 0.47622  -1.46
C -0.49179 -1.32488 -0.01425  -0.76
N -0.69111 -1.05322 -1.43479  -0.12
C -0.18195 0.21527 -1.40069  0.08
O -0.01093 1.06533 -2.24042  -0.64
H -0.48964 2.11391 0.73042  0.36
H -0.71281 0.88007 1.99018  0.41
H -1.85040 0.98223 0.62623  0.44
H 1.70686 0.73520 1.45188  0.36
H 2.07496 0.87903 -0.27017  0.31
H 2.08022 -0.71273 0.50659  0.34
H 0.22392 -2.12956 0.18865  0.27
H -1.41920 -1.50794 0.54017  0.27
H -1.09606 -1.59730 -2.18309  0.17

Most stable = z

--- w ---
Here is an isolated molecule of C4H8O3 from the OMol25 dataset. Energies are from the ωB97M-V functional and the def2-TZVPD basis.

orbital gap = 10.5 eV
HOMO = -0.3581 hartree
molecular weight = 104.10 Da

Each line ends with the Mulliken charge.
Geometry (Å):
O 0.61951 -1.58203 -0.89260  -0.53
C 0.35628 -1.01449 0.15133  0.45
C 1.51164 -0.37871 0.92728  -0.40
O 2.01961 0.67403 0.12042  -0.52
C -1.05939 -0.58451 0.44754  -0.48
C -1.09969 0.53488 -0.68892  -0.46
O -2.07951 1.54701 -0.74581  -0.54
H 1.19162 0.06061 1.87494  0.30
H 2.28226 -1.13448 1.12910  0.27
H 2.10243 0.30538 -0.77285  0.35
H -1.75562 -1.39525 0.21037  0.30
H -1.17900 -0.31720 1.50593  0.31
H -0.11856 1.01742 -0.67038  0.36
H -1.17118 -0.09129 -1.58358  0.24
H -1.62038 2.35862 -1.01278  0.35

--- x ---
Here is a structure of composition C4H8O3 from the OMol25 dataset. Energies are from the ωB97M-V functional and the def2-TZVPD basis.

orbital gap = 10.0 eV
HOMO = -0.3420 hartree
molecular weight = 104.10 Da

Each line ends with the Mulliken charge.
Geometry (Å):
C -0.28052 0.88347 -0.69047  -1.19
C -0.61191 0.22321 0.63289  0.36
O -2.00232 0.25600 0.89246  -0.54
C -0.08783 -1.22790 0.53110  -0.57
O 0.81977 -1.31914 -0.57222  -0.33
C 1.37102 -0.13967 -0.92553  0.28
O 2.16982 0.53901 -0.13792  -0.69
H -0.84295 0.47825 -1.53414  0.36
H 1.07685 1.14078 -0.50146  0.23
H -0.43244 1.97201 -0.66389  0.43
H -0.06487 0.75319 1.42508  0.28
H -2.13599 0.05226 1.82662  0.33
H -0.92614 -1.88175 0.27465  0.33
H 0.38765 -1.58097 1.45126  0.29
H 1.55985 -0.14876 -2.00843  0.44

--- y ---
Here is a structure of composition C4H8O3 from the OMol25 dataset. Energies are from the ωB97M-V functional and the def2-TZVPD basis.

orbital gap = 9.7 eV
HOMO = -0.3261 hartree
molecular weight = 104.10 Da

Each line ends with the Mulliken charge.
Geometry (Å):
C -1.71901 0.56262 -0.08822  -0.55
O -2.10606 -0.55900 0.62006  -0.37
C -0.86293 -1.01787 0.99585  -0.42
C 0.00483 -0.25376 0.03318  0.59
O 0.15399 -0.73048 -1.23738  -0.52
O 1.23150 0.00079 0.57416  -0.34
C 2.17954 0.61433 -0.28685  -0.67
H -2.46000 0.61428 -0.91922  0.34
H -0.44411 -0.14752 -1.71206  0.40
H -1.71373 1.42254 0.56043  0.21
H -0.65547 -0.74793 2.02143  0.25
H -0.87515 -2.08933 0.90670  0.27
H 2.51790 -0.07919 -1.05773  0.26
H 1.74101 1.49620 -0.76329  0.28
H 3.00769 0.91433 0.35293  0.27

--- z ---
Here is an isolated molecule of C4H8O3 from the OMol25 dataset. Energies are from the ωB97M-V functional and the def2-TZVPD basis.

orbital gap = 11.3 eV
HOMO = -0.3891 hartree
molecular weight = 104.10 Da

Each line ends with the Mulliken charge.
Geometry (Å):
C -1.28645 2.04026 -0.76051  -0.56
O -1.07710 0.64942 -0.68975  -0.32
C -0.14848 0.42561 0.26830  0.57
O 0.14089 1.19983 1.15712  -0.59
C 0.14485 -1.04107 0.26771  0.46
C 1.45962 -1.57351 -0.27113  -1.25
O -0.07537 -1.43328 1.60331  -0.57
H -1.58633 2.39861 0.22481  0.28
H -2.11562 2.20779 -1.47890  0.23
H -0.16668 2.36745 -0.89917  0.26
H -0.66586 -1.40473 -0.36540  0.21
H 1.61434 -1.29928 -1.32039  0.35
H 1.39267 -2.66455 -0.20498  0.32
H 2.30642 -1.23801 0.33184  0.29
H 0.06310 -0.63453 2.13716  0.33

Most stable = z

--- w ---
Here is an isolated molecule of C4H8O3 from the OMol25 dataset. Energies are from the ωB97M-V functional and the def2-TZVPD basis.

orbital gap = 9.0 eV
HOMO = -0.2979 hartree
molecular weight = 104.10 Da

Each line ends with the Mulliken charge.
Geometry (Å):
C -0.03425 1.65799 -2.24412  -0.65
O -0.43383 1.60524 -0.88501  -0.42
C 0.31031 0.66617 -0.18904  -0.22
C -0.30623 -0.44184 0.23440  0.44
O -1.63881 -0.64431 0.11477  -0.53
O 0.38199 -1.45079 0.78957  -0.37
C -0.30159 -2.25829 1.73705  -0.66
H -0.68107 2.37690 -2.75192  0.24
H -0.13144 0.67274 -2.72147  0.28
H 1.01077 1.98938 -2.32449  0.30
H 1.37122 0.83611 -0.03990  0.41
H -1.99780 0.18399 -0.24621  0.36
H -0.67522 -1.65796 2.57359  0.30
H -1.13263 -2.79521 1.27227  0.28
H 0.44289 -2.96891 2.09774  0.23

--- x ---
Here is an isolated molecule of C4H8O3 from the OMol25 dataset. Energies are from the ωB97M-V functional and the def2-TZVPD basis.

orbital gap = 10.7 eV
HOMO = -0.3596 hartree
molecular weight = 104.10 Da

Each line ends with the Mulliken charge.
Geometry (Å):
C -2.19342 0.56414 -0.43524  -0.64
O -1.30571 0.43424 0.66955  -0.36
C -0.62538 -0.72654 1.11050  -0.41
C 0.58837 -0.83778 0.21208  0.72
O 0.59297 -1.42003 -0.84602  -0.57
O 1.58028 -0.03726 0.63752  -0.31
C 2.41300 0.45411 -0.41356  -0.63
H -2.48578 -0.33938 -0.98771  0.31
H -1.76591 1.27402 -1.15686  0.24
H -3.10294 1.02703 -0.03613  0.26
H -0.31374 -0.50674 2.14012  0.26
H -1.20844 -1.65745 1.10503  0.34
H 2.74369 -0.35316 -1.06812  0.31
H 1.82634 1.17414 -0.99431  0.27
H 3.25670 0.95065 0.06316  0.22

Most stable = x

--- w ---
Here is the ion C4H5N2 with charge +1 from the OMol25 dataset. Energies are from the ωB97M-V functional and the def2-TZVPD basis.

orbital gap = 8.2 eV
HOMO = -0.4971 hartree
net charge = +1
molecular weight = 81.10 Da

Each line ends with the Mulliken charge.
Geometry (Å):
C -2.21550 -0.96426 0.05900  -0.16
N -0.96837 -0.90730 -0.03679  -0.06
C 0.29129 -0.70254 -0.06201  0.31
C 1.84687 -1.51560 -0.04297  -0.27
N 2.36636 -0.35051 0.06760  0.05
C 1.19822 0.48967 -0.03818  -0.33
H -2.72277 -1.06967 -0.89353  0.28
H -2.74132 -0.86375 1.02337  0.28
H 3.39185 -0.18084 0.36174  0.32
H 0.92748 1.14336 -0.99855  0.29
H 1.13845 1.14252 0.94876  0.30

--- x ---
Here is a structure of composition C4H5N2 from the OMol25 dataset. Energies are from the ωB97M-V functional and the def2-TZVPD basis.

orbital gap = 7.8 eV
HOMO = -0.5852 hartree
net charge = +1
molecular weight = 81.10 Da

Each line ends with the Mulliken charge.
Geometry (Å):
C 1.83385 0.37480 0.38936  0.49
C 1.89752 -0.83966 -0.07013  -0.36
C 0.43971 -0.86398 -0.34308  -0.09
C -1.47624 0.73612 0.04985  -0.72
N 0.83744 1.13358 0.54918  -0.61
N -0.10344 0.29882 0.05588  0.57
H 2.53680 -1.63367 -0.57811  0.37
H -0.13831 -1.73912 -0.54721  0.41
H -1.73433 1.64420 0.78806  0.30
H -2.02010 1.02965 -0.86207  0.31
H -2.07291 -0.14074 0.56826  0.32

--- y ---
Here is the ion C4H5N2 with charge +1 from the OMol25 dataset. Energies are from the ωB97M-V functional and the def2-TZVPD basis.

orbital gap (spin up / spin down) = 8.6 / 8.6 eV
HOMO (spin up / spin down) = -0.5883 / -0.5883 hartree
net charge = +1
molecular weight = 81.10 Da

Each line ends with the Mulliken charge.
Geometry (Å):
C 2.15835 0.50380 -0.31882  -0.17
N 2.16795 -0.77495 0.29436  -0.28
C 0.99028 -0.48394 -0.00610  0.45
C -0.42082 -0.53230 -0.08359  0.10
N -2.11873 -0.78232 -0.51364  -0.29
C -1.60198 -0.08475 0.64985  -0.18
H 2.46261 0.59963 -1.35567  0.26
H 2.22570 1.39086 0.30521  0.25
H -2.31664 -0.21466 -1.33439  0.30
H -1.80978 -0.61573 1.58242  0.27
H -1.73694 0.99436 0.78038  0.28

Most stable = w